(1)
{"formula": "C2H3NS2", "method": "the ωB97M-V functional and the def2-TZVPD basis", "species": ["C", "C", "H", "H", "H", "N", "S", "S"], "positions_angstrom": [[-0.144934, -1.138516, 0.480287], [0.815534, 1.194172, 0.094150], [0.129787, -0.889128, 1.669322], [-0.197921, -2.183027, 0.240663], [1.510740, 2.075463, 0.614213], [-0.524927, 1.198739, 0.179033], [1.307156, -0.386250, -0.246077], [-1.419138, -0.096777, -0.205426]], "forces_ev_per_angstrom": [[1.5, 0.9, 2.5], [-3.4, 1.5, 2.5], [-1.6, -1.0, -2.7], [0.0, -0.5, 0.0], [-2.1, -2.4, -2.0], [3.0, 4.4, 0.2], [2.7, -1.9, -0.9], [0.0, -1.0, 0.5]], "homo_ev": -8.48, "homo_lumo_gap_ev": 8.78, "relative_energy_kcal_mol": 42.4}

***

(2)
{"formula": "C2H3NS2", "method": "the ωB97M-V functional and the def2-TZVPD basis", "species": ["C", "N", "S", "C", "S", "H", "H", "H"], "positions_angstrom": [[1.880554, 0.034562, -0.165227], [0.648949, -0.302932, 0.088482], [-0.481382, 0.937724, 0.073643], [-1.859182, -0.147036, 0.017400], [-3.413783, 0.179426, -0.094900], [2.185739, 1.099302, -0.279694], [2.512563, -0.797473, -0.322713], [-1.473458, -1.003576, 0.683008]], "forces_ev_per_angstrom": [[-2.8, 0.6, 0.5], [2.4, 0.6, -0.7], [-0.8, 0.1, -0.6], [1.2, -0.6, 3.3], [-0.4, 0.2, -0.7], [0.1, -0.9, -0.1], [1.1, -0.5, 0.1], [-0.7, 0.4, -1.8]], "homo_ev": -8.81, "homo_lumo_gap_ev": 8.36, "smiles": "C=NSC=S", "relative_energy_kcal_mol": 36.5}

***

(3)
{"formula": "C2H3NS2", "method": "the ωB97M-V functional and the def2-TZVPD basis", "species": ["S", "C", "N", "C", "S", "H", "H", "H"], "positions_angstrom": [[2.609470, -0.589463, -0.002444], [1.012478, -0.645694, 0.015859], [0.195730, 0.440306, -0.018112], [-1.208218, 0.411511, 0.010394], [-2.175294, -0.874557, -0.003248], [0.461879, -1.553066, -0.017018], [0.646864, 1.362567, 0.007010], [-1.542911, 1.448397, 0.007558]], "forces_ev_per_angstrom": [[0.8, 0.1, 0.1], [-0.2, 0.4, -0.4], [-0.9, 0.7, 0.3], [1.4, 0.4, -0.2], [0.0, 0.0, 0.0], [-0.5, -0.8, 0.1], [-0.3, -0.7, 0.0], [-0.4, -0.1, 0.1]], "homo_ev": -8.92, "homo_lumo_gap_ev": 8.00, "smiles": "S=CNC=S", "relative_energy_kcal_mol": 0.1}

***

(4)
{"formula": "C2H3NaO2", "method": "the ωB97M-V functional and the def2-TZVPD basis", "species": ["H", "C", "C", "H", "O", "O", "H", "Na"], "positions_angstrom": [[-2.593979, 1.346509, 0.820472], [-2.179257, 0.505383, 0.288506], [-1.753035, -0.428156, -0.353190], [-1.386480, -1.292742, -0.881913], [2.673691, 0.557038, -0.484577], [2.285303, -0.459858, 0.501336], [2.320200, -1.281737, -0.001985], [0.633557, 1.053561, 0.111353]], "forces_ev_per_angstrom": [[0.2, -0.4, -0.2], [0.3, -0.5, -0.6], [-0.3, 0.6, 0.6], [-0.1, 0.4, 0.2], [-0.4, 0.4, -0.3], [-0.5, -0.4, 0.4], [0.2, 0.1, 0.0], [0.6, -0.2, -0.1]], "homo_ev": -6.95, "homo_lumo_gap_ev": 6.65, "relative_energy_kcal_mol": 100.1}

***

(5)
{"formula": "C2H3O2", "method": "the ωB97M-V functional and the def2-TZVPD basis", "species": ["O", "C", "O", "C", "H", "H", "H"], "positions_angstrom": [[-3.463549, -0.103804, 0.372861], [0.978322, -0.154286, 0.321194], [0.943153, 0.095713, -0.907877], [2.331450, 0.222396, 0.253294], [3.039520, -0.157672, -0.470399], [-2.668578, 0.366893, 0.121847], [0.093816, -0.170533, 0.967836]], "forces_ev_per_angstrom": [[-0.1, -0.3, 0.2], [1.8, 0.5, -0.3], [-0.8, 0.4, -0.7], [-1.8, 0.2, 0.1], [0.3, -0.7, 0.7], [0.3, 0.3, -0.2], [0.4, -0.4, 0.1]], "homo_ev": -2.07, "homo_lumo_gap_ev": 4.85, "total_charge": -1, "relative_energy_kcal_mol": 164.2}

***

(6)
{"formula": "C2H3O2", "method": "the ωB97M-V functional and the def2-TZVPD basis", "species": ["C", "C", "O", "O", "H", "H", "H"], "positions_angstrom": [[0.822880, -0.240104, -0.022079], [-1.601171, 0.468766, -0.205510], [-2.156789, -0.450125, 0.139931], [-0.043992, 0.503209, 0.299581], [1.790738, -0.112832, 0.420023], [0.720024, -0.952404, -0.765808], [-1.556936, 1.379969, -0.763573]], "forces_ev_per_angstrom": [[2.6, -0.6, 0.0], [1.3, 0.0, -0.2], [-1.3, -0.8, 0.2], [-1.9, 2.5, 1.5], [0.6, 0.0, 0.5], [-0.5, -1.8, -1.6], [-0.8, 0.6, -0.4]], "homo_ev": -17.94, "homo_lumo_gap_ev": 11.83, "total_charge": 1, "relative_energy_kcal_mol": 13.0}

***

(7)
{"formula": "C2H3O2P", "method": "the ωB97M-V functional and the def2-TZVPD basis", "species": ["C", "C", "O", "O", "P", "H", "H", "H"], "positions_angstrom": [[0.952456, -0.944848, 0.034670], [-0.225061, 0.096086, 0.323832], [0.608052, -2.015239, -0.402876], [-1.647938, 2.098440, -0.480991], [-0.693778, 1.200703, -1.123028], [1.964499, -0.723034, 0.082003], [-1.061761, -0.470379, 0.544520], [0.103530, 0.758271, 1.021870]], "forces_ev_per_angstrom": [[-4.4, -0.2, -1.4], [3.2, -2.0, -2.3], [0.4, 0.0, 0.4], [-2.3, 2.3, 1.1], [2.1, -2.1, -1.4], [2.2, 1.0, 0.6], [-1.7, -0.9, 0.7], [0.4, 2.0, 2.3]], "homo_ev": [-7.57, -10.53], "homo_lumo_gap_ev": [8.08, 7.56], "spin_multiplicity": 3, "relative_energy_kcal_mol": 0.0}

***

(8)
{"formula": "C2H3O2Pr", "method": "the ωB97M-V functional and the def2-TZVPD basis", "species": ["H", "C", "C", "H", "O", "O", "H", "Pr"], "positions_angstrom": [[-1.290673, 0.950591, -1.173617], [-0.775043, 0.211341, -0.553632], [-1.105213, -0.358605, 0.572935], [-2.137093, -0.353816, 0.925255], [0.755045, 0.624771, -0.884872], [1.733986, -0.132696, -0.178400], [1.938742, -0.900098, -0.728043], [0.880250, -0.041487, 2.020373]], "forces_ev_per_angstrom": [[0.1, -0.7, -0.5], [2.1, 2.2, 0.1], [1.7, 0.0, 1.7], [0.0, -0.4, -0.3], [-2.3, -0.5, 0.4], [-0.4, -0.4, 1.1], [0.2, -0.3, -0.6], [-1.4, 0.0, -1.9]], "homo_ev": [-18.76, -18.87], "homo_lumo_gap_ev": [6.80, 8.42], "total_charge": 2, "spin_multiplicity": 3, "relative_energy_kcal_mol": 44.7}

***

(9)
{"formula": "C2H3O2S2", "method": "the ωB97M-V functional and the def2-TZVPD basis", "species": ["C", "C", "O", "O", "S", "S", "H", "H", "H"], "positions_angstrom": [[0.910004, 0.132703, 0.517776], [2.384271, -0.325660, 0.523573], [-2.963867, -1.143250, -1.772680], [-3.253727, 0.098178, 0.282125], [2.149212, 1.376896, 0.975373], [-2.795965, 0.153827, -1.082093], [0.394372, 0.300264, -0.376366], [0.130702, -0.022703, 1.355013], [3.044999, -0.570254, -0.422722]], "forces_ev_per_angstrom": [[0.4, -0.8, 2.3], [-0.9, 1.3, -1.5], [0.0, -1.0, -0.8], [-1.0, 0.2, 3.5], [0.7, -0.6, -0.2], [1.1, 0.8, -2.6], [-0.5, 0.2, -1.5], [1.8, -0.4, -1.2], [-1.6, 0.3, 2.0]], "homo_ev": [-4.75, -1.25], "homo_lumo_gap_ev": [7.69, 3.32], "total_charge": -1, "relative_energy_kcal_mol": 97.3}

***

(10)
{"formula": "C2H3O2Se", "method": "the ωB97M-V functional and the def2-TZVPD basis", "species": ["C", "C", "O", "O", "Se", "H", "H", "H"], "positions_angstrom": [[0.580267, -0.943105, -0.404351], [0.014794, 0.143169, 0.407307], [-0.071205, -1.363341, -1.536137], [1.708483, -1.393983, -0.075124], [-1.263947, 1.203741, -0.670903], [0.621601, 0.822747, 0.805547], [-0.481056, -0.422395, 1.202454], [-0.978316, -0.840827, -1.635492]], "forces_ev_per_angstrom": [[3.5, -0.8, -0.9], [-4.5, -2.1, -1.7], [-0.6, 0.4, 1.5], [-2.8, 0.3, -1.3], [-0.5, 0.1, 0.2], [3.2, 2.0, 1.5], [-0.3, 0.4, 0.2], [2.1, -0.2, 0.6]], "homo_ev": -3.03, "homo_lumo_gap_ev": 6.88, "total_charge": -1, "relative_energy_kcal_mol": 5.2}

***

(11)
{"formula": "C2H3O3", "method": "the ωB97M-V functional and the def2-TZVPD basis", "species": ["C", "C", "O", "O", "O", "H", "H", "H"], "positions_angstrom": [[0.916535, -0.515747, -1.418025], [-0.549198, 0.377680, 0.922425], [1.416378, 0.080131, -2.245984], [0.720963, -1.453495, -0.770804], [-0.193112, 1.083475, -0.152903], [-1.562137, -0.202491, 0.598781], [-0.850608, 1.111708, 1.789510], [0.101179, -0.481261, 1.277000]], "forces_ev_per_angstrom": [[-0.7, -0.5, 2.2], [-3.0, -0.3, 0.1], [1.3, 2.8, -3.2], [-0.9, -1.8, 1.3], [1.7, -0.3, -1.0], [1.2, 0.5, 1.3], [0.5, -1.4, -0.6], [-0.1, 0.9, 0.0]], "homo_ev": -2.64, "homo_lumo_gap_ev": 6.78, "total_charge": -1, "relative_energy_kcal_mol": 31.6}

***

(12)
{"formula": "C2H3O3", "method": "the ωB97M-V functional and the def2-TZVPD basis", "species": ["C", "O", "C", "O", "O", "H", "H", "H"], "positions_angstrom": [[1.039237, 0.120361, -0.002184], [-0.222041, 0.750152, 0.014010], [-1.254760, -0.135589, 0.043534], [-2.553384, 0.582414, 0.028181], [-1.023291, -1.349339, 0.072445], [1.490241, 0.166433, -0.989112], [0.791572, -0.943656, 0.305572], [1.732426, 0.809223, 0.527553]], "forces_ev_per_angstrom": [[0.3, 0.1, 0.3], [0.1, 0.4, -0.2], [-6.5, 2.5, -0.1], [6.1, -3.6, 0.1], [-0.7, 0.8, 0.0], [-0.3, -0.5, -0.7], [1.4, 1.2, 0.0], [-0.4, -0.9, 0.7]], "homo_ev": -3.51, "homo_lumo_gap_ev": 7.72, "total_charge": -1, "smiles": "COC(=O)[O-]", "relative_energy_kcal_mol": 28.4}

***

(13)
{"formula": "C2H3O3", "method": "the ωB97M-V functional and the def2-TZVPD basis", "species": ["C", "C", "O", "O", "O", "H", "H", "H"], "positions_angstrom": [[-1.567650, -0.367289, 0.020809], [-0.859559, 0.656602, -0.088656], [3.314607, -0.217607, 0.083870], [1.181395, -0.293999, -0.027598], [2.255841, 0.362484, 0.072445], [-2.660705, -0.395853, 0.016706], [-1.189812, -1.385823, 0.140483], [-0.474119, 1.641487, -0.218060]], "forces_ev_per_angstrom": [[-0.6, -1.5, 0.2], [0.8, 0.2, -0.1], [-0.2, -0.6, 0.0], [-0.8, -0.7, -0.1], [0.2, 1.6, 0.1], [0.0, 0.6, -0.1], [0.4, 0.1, 0.0], [0.2, 0.3, 0.0]], "homo_ev": [-17.28, -17.28], "homo_lumo_gap_ev": [9.85, 9.86], "total_charge": 1, "relative_energy_kcal_mol": 227.5}

***

(14)
{"formula": "C2H3O3PS", "method": "the ωB97M-V functional and the def2-TZVPD basis", "species": ["C", "C", "O", "O", "O", "P", "S", "H", "H", "H"], "positions_angstrom": [[-2.324398, -0.304333, 0.228169], [-0.109006, -0.080684, -0.154412], [1.828166, 1.741262, -0.024087], [2.333602, -0.256891, 1.438513], [2.188018, -0.518153, -1.070329], [1.821772, 0.288796, 0.141599], [-1.057088, -1.485654, 0.154712], [-2.342934, 0.188974, 1.203743], [-2.238563, 0.354144, -0.634358], [-0.099568, 0.072541, -1.283548]], "forces_ev_per_angstrom": [[1.0, 1.4, 0.3], [0.2, -1.0, -1.7], [0.2, 3.0, -0.4], [-0.2, -0.4, 0.7], [-0.3, -0.8, -1.0], [0.0, -1.0, 1.2], [0.8, -2.2, 0.0], [-0.1, 0.3, -0.3], [-0.8, 0.3, -0.2], [-0.7, 0.3, 1.3]], "homo_ev": 0.20, "homo_lumo_gap_ev": 5.69, "total_charge": -2, "relative_energy_kcal_mol": 88.3}

***

(15)
{"formula": "C2H3O3Si", "method": "the ωB97M-V functional and the def2-TZVPD basis", "species": ["O", "C", "C", "O", "O", "Si", "H", "H", "H"], "positions_angstrom": [[3.333260, 0.576626, -0.092160], [2.229403, 0.161192, -0.220510], [1.111738, -0.402788, 0.356134], [0.967494, -1.631129, 0.563641], [-0.039256, 0.521341, 0.453582], [-1.515372, 0.245942, -0.074081], [-1.986378, -1.078556, 0.333641], [-1.740538, 0.117370, -1.696410], [-2.360352, 1.490004, 0.376163]], "forces_ev_per_angstrom": [[1.6, 0.7, 0.4], [-2.0, -0.4, -0.7], [0.1, -0.2, 0.6], [-0.6, 0.5, -0.2], [1.9, -0.1, 0.1], [-1.5, 0.3, -2.1], [-0.5, 0.0, 0.4], [0.4, 0.4, 1.7], [0.5, -1.2, -0.3]], "homo_ev": -1.88, "homo_lumo_gap_ev": 5.65, "total_charge": -1, "smiles": "O=C=C([O-])O[SiH3]", "relative_energy_kcal_mol": 23.4}

***

(16)
{"formula": "C2H3O4S2", "method": "the ωB97M-V functional and the def2-TZVPD basis", "species": ["C", "C", "O", "O", "O", "O", "S", "S", "H", "H", "H"], "positions_angstrom": [[-1.411839, 1.518927, -0.012165], [-0.122545, 0.222035, 0.878851], [-2.314468, -1.281060, -1.362046], [1.351886, 2.140486, -0.457351], [-1.759367, 1.345846, -1.211872], [-3.971879, 0.087231, -0.174148], [0.339733, 1.912784, 0.581541], [-3.168653, -0.069046, -1.402100], [-1.996275, 1.386362, 0.895381], [-0.671590, -0.049994, 1.780867], [0.175605, -0.596730, 0.102953]], "forces_ev_per_angstrom": [[3.0, -0.8, 1.9], [0.0, -0.7, -2.6], [-0.9, 1.4, -0.2], [0.3, -0.4, -0.7], [-0.6, -0.2, -0.6], [0.7, 0.2, -0.8], [-2.0, -0.5, 1.2], [0.3, -1.7, 0.7], [-0.8, 0.6, -0.4], [0.6, 0.1, -0.1], [-0.7, 1.8, 1.5]], "homo_ev": -3.58, "homo_lumo_gap_ev": 7.03, "total_charge": -1, "relative_energy_kcal_mol": 93.5}

***

(17)
{"formula": "C2H3O5S2", "method": "the ωB97M-V functional and the def2-TZVPD basis", "species": ["C", "C", "O", "O", "O", "O", "O", "S", "S", "H", "H", "H"], "positions_angstrom": [[0.185073, 0.832754, 0.227415], [1.593490, 0.321278, -0.201751], [-0.622689, -0.622348, -1.970291], [-1.107247, -0.062884, 2.569429], [-0.150303, -1.792458, 1.311723], [-2.004877, 1.313195, -1.431379], [-1.894566, -0.420875, 0.153119], [-0.674264, -0.491218, 1.250037], [-1.008333, 0.345938, -1.007467], [2.282389, 0.902812, 0.243382], [1.720710, 0.465259, -1.281109], [1.680617, -0.791454, 0.136890]], "forces_ev_per_angstrom": [[-0.5, -2.3, -0.3], [-3.0, -2.8, -0.5], [0.9, -0.8, -1.1], [-0.4, 0.5, -1.1], [1.4, -2.6, -0.9], [1.2, 0.1, -0.3], [0.2, -0.8, 1.2], [-0.5, 3.6, 1.3], [-2.3, 1.8, 0.9], [2.6, 1.8, 1.7], [-0.1, -0.5, 0.1], [0.3, 1.8, -1.0]], "homo_ev": -4.77, "homo_lumo_gap_ev": 8.46, "total_charge": -1, "relative_energy_kcal_mol": 43.9}

***

(18)
{"formula": "C2H3OS", "method": "the ωB97M-V functional and the def2-TZVPD basis", "species": ["C", "C", "O", "S", "H", "H", "H"], "positions_angstrom": [[0.211128, -0.061564, 0.075690], [1.960301, -0.412021, -0.319699], [2.188046, -1.132124, -1.255987], [2.987382, 0.484249, 0.697184], [-0.252994, -0.840251, -0.529746], [-0.176956, 0.928090, -0.182584], [0.191181, -0.096091, 1.198135]], "forces_ev_per_angstrom": [[2.7, -0.7, 0.2], [-2.6, 2.0, 0.9], [-0.2, -0.6, -0.3], [0.4, -0.1, 0.2], [-0.5, -0.1, 0.6], [0.5, 0.0, -0.4], [-0.3, -0.6, -1.1]], "homo_ev": -2.99, "homo_lumo_gap_ev": 7.09, "total_charge": -1, "smiles": "CC([O-])=S", "relative_energy_kcal_mol": 7.8}

***

(19)
{"formula": "C2H4AgO4", "method": "the ωB97M-V functional and the def2-TZVPD basis", "species": ["O", "O", "C", "O", "C", "H", "H", "H", "Ag", "O", "H"], "positions_angstrom": [[0.687199, 0.846067, 0.227813], [2.901012, 0.471407, 0.161593], [1.716870, 0.134467, 0.104045], [1.478723, -1.198232, -0.141616], [1.789381, -2.142968, 0.858971], [0.973818, -2.185863, 1.595979], [1.886193, -3.116170, 0.363485], [2.735946, -1.942666, 1.383164], [-1.640247, 0.472897, -0.059172], [-3.769174, 0.124512, 0.063342], [-4.459508, -0.387038, -0.355137]], "forces_ev_per_angstrom": [[-1.1, 0.3, -0.3], [-0.3, 0.2, 0.1], [0.9, 0.7, 0.5], [-0.7, -1.4, -0.4], [0.1, 0.1, 0.0], [0.1, -0.1, 0.0], [-0.1, 0.1, 0.1], [-0.2, 0.2, -0.2], [0.1, -0.4, 0.1], [0.7, 0.6, 0.5], [0.4, -0.2, -0.4]], "homo_ev": -5.05, "homo_lumo_gap_ev": 8.66, "total_charge": -1, "relative_energy_kcal_mol": 3.7}

***

(20)
{"formula": "C2H4AuF3O", "method": "the ωB97M-V functional and the def2-TZVPD basis", "species": ["C", "F", "F", "Au", "O", "H", "C", "H", "H", "H", "F"], "positions_angstrom": [[-0.341778, -0.168012, -0.820064], [0.763057, 0.009178, -1.567435], [-1.750686, -1.364597, -2.663458], [-1.312286, 1.945365, 0.938025], [-0.218371, 0.437465, 0.404095], [-1.169139, 0.579480, -1.282920], [0.916975, 0.071970, 1.236363], [1.867041, 0.143569, 0.682717], [0.908789, 0.784991, 2.067411], [0.737393, -0.942966, 1.605574], [-0.400994, -1.496438, -0.600310]], "forces_ev_per_angstrom": [[-0.3, 1.1, -1.9], [-0.3, 0.2, 0.3], [-0.3, -0.1, -0.5], [-2.2, 3.1, 1.1], [2.7, -2.3, 0.4], [1.0, -3.0, 0.3], [0.7, -0.4, 0.7], [-0.6, 0.1, 0.1], [0.1, -0.2, -0.1], [0.1, 0.3, -0.1], [-0.9, 1.2, -0.2]], "homo_ev": [-14.16, -17.40], "homo_lumo_gap_ev": [10.00, 7.93], "total_charge": 1, "spin_multiplicity": 4}